(1)
DFT (ωB97M-V/def2-TZVPD) results for the molecule C6H7N.

Last column: natural (NBO) charge in e.
Geometry (Å):
C (1.62, 0.88, -0.07)  -0.37
C (1.58, -0.79, -0.26)  -0.12
C (2.65, -0.05, 0.44)  0.10
C (0.13, 1.03, 0.12)  -0.48
C (-0.55, -0.37, -0.02)  0.35
C (-1.99, -0.67, 0.30)  -0.66
N (0.32, -1.30, -0.10)  -0.40
H (1.90, 1.61, -0.83)  0.23
H (2.04, -1.28, -1.02)  0.20
H (-0.17, 1.46, 1.05)  0.23
H (-0.40, 1.55, -0.63)  0.22
H (-2.57, -0.43, -0.57)  0.23
H (-2.34, 0.00, 1.07)  0.22
H (-2.21, -1.65, 0.51)  0.24

Computed properties:
- F_max (eV Å⁻¹) = 3.6
- LUMO (eV) = -0.04
- HOMO level (eV) = -8.46
- orbital gap (eV) = 8.427
- multiplicity = 1



(2)
DFT (ωB97M-V/def2-TZVPD) results for the molecule C6H7N.

Last column: natural (NBO) charge in e.
Geometry (Å):
C (-0.26, -0.33, 1.60)  -0.21
C (0.78, -0.85, 0.93)  -0.19
C (0.97, -0.19, -0.34)  -0.13
N (0.85, -0.59, -1.81)  -0.55
C (-0.35, -0.06, -0.95)  -0.14
C (-0.98, 1.14, -0.30)  -0.19
C (-1.07, 0.85, 1.00)  -0.23
H (-0.52, -0.68, 2.57)  0.21
H (1.27, -1.75, 1.23)  0.22
H (1.48, 0.87, -0.35)  0.20
H (1.47, 0.06, -2.26)  0.35
H (-1.02, -0.92, -0.98)  0.22
H (-1.44, 1.94, -0.93)  0.23
H (-1.77, 1.32, 1.76)  0.22

Computed properties:
- F_max (eV Å⁻¹) = 2.6
- LUMO (eV) = 0.82
- HOMO level (eV) = -8.52
- orbital gap (eV) = 9.341
- SMILES = C1=C[C@H]2N[C@@H]2C=C1
- multiplicity = 1



(3)
DFT (ωB97M-V/def2-TZVPD) results for the molecule C6H7N.

Last column: natural (NBO) charge in e.
Geometry (Å):
C (2.56, -0.99, 0.26)  -0.25
C (1.60, -0.26, 0.11)  0.00
C (0.23, 0.14, 0.30)  -0.30
C (-0.27, 1.58, 0.41)  -0.60
C (-0.71, -0.72, -0.61)  -0.50
C (-2.03, -0.90, 0.00)  0.28
N (-3.06, -1.01, 0.52)  -0.32
H (3.44, -1.38, -0.17)  0.23
H (0.36, -0.15, 1.36)  0.27
H (-0.48, 2.07, -0.54)  0.21
H (-1.20, 1.53, 0.98)  0.23
H (0.46, 2.18, 0.97)  0.23
H (-0.87, -0.24, -1.59)  0.25
H (-0.28, -1.70, -0.84)  0.27

Computed properties:
- F_max (eV Å⁻¹) = 1.8
- LUMO (eV) = 0.59
- HOMO level (eV) = -10.17
- orbital gap (eV) = 10.755
- SMILES = C#C[C@@H](C)CC#N
- multiplicity = 1



(4)
DFT (ωB97M-V/def2-TZVPD) results for the molecule C6H7N.

Last column: natural (NBO) charge in e.
Geometry (Å):
C (-1.53, 0.66, 0.20)  -0.66
C (-0.10, 0.56, 0.08)  0.35
N (0.79, 1.49, 0.10)  -0.45
C (2.16, 1.21, -0.11)  -0.07
C (2.77, -0.06, 0.00)  -0.04
C (1.94, -1.06, 0.32)  -0.19
C (0.54, -0.84, -0.16)  -0.55
H (-1.98, 0.13, 0.98)  0.23
H (-1.97, 0.34, -0.63)  0.23
H (-1.75, 1.65, 0.28)  0.24
H (2.84, 1.96, -0.33)  0.19
H (2.43, -1.90, 0.79)  0.22
H (0.60, -0.77, -1.34)  0.26
H (0.04, -1.83, 0.04)  0.24

Computed properties:
- F_max (eV Å⁻¹) = 4.8
- LUMO (alpha / beta) (eV) = -0.62 / -0.59
- HOMO level (alpha / beta) (eV) = -7.59 / -8.61
- orbital gap (alpha / beta) (eV) = 6.969 / 8.020
- SMILES = CC1=NC=C=CC1
- multiplicity = 1



(5)
DFT (ωB97M-V/def2-TZVPD) results for a cluster of 2 separate species, C6H7N in total.

Last column: natural (NBO) charge in e.
Geometry (Å):
C (-0.31, -0.77, -1.26)  -0.07
C (1.18, 0.33, 1.33)  0.23
C (-0.19, -2.07, -1.54)  -0.38
C (-1.41, 0.30, -1.11)  -0.48
C (0.78, 1.17, 2.45)  -0.30
C (0.08, 0.60, -1.20)  -0.07
N (1.98, 0.19, 2.27)  -0.36
H (0.84, -2.48, -1.71)  0.21
H (-1.09, -2.70, -1.77)  0.21
H (-2.07, 0.56, -1.92)  0.22
H (-1.70, 0.52, -0.09)  0.21
H (1.11, 2.16, 2.64)  0.19
H (0.01, 0.91, 3.24)  0.19
H (0.78, 1.29, -1.31)  0.20

Computed properties:
- F_max (eV Å⁻¹) = 6.3
- LUMO (alpha / beta) (eV) = -0.49 / -1.46
- HOMO level (alpha / beta) (eV) = -9.29 / -7.95
- orbital gap (alpha / beta) (eV) = 8.801 / 6.489
- multiplicity = 1



(6)
DFT (ωB97M-V/def2-TZVPD) results for the molecule C6H7N.

Last column: natural (NBO) charge in e.
Geometry (Å):
C (0.23, -1.67, 0.07)  -0.38
C (1.39, -1.01, -0.34)  -0.04
C (-0.96, -1.19, 0.41)  0.12
C (0.94, 1.41, 0.08)  0.08
C (-1.97, -0.42, 0.64)  -0.47
C (-0.25, 1.91, -0.23)  -0.49
N (1.63, 0.35, -0.44)  -0.50
H (0.41, -2.73, 0.37)  0.24
H (2.36, -1.56, -0.52)  0.20
H (-1.98, 0.21, 1.55)  0.22
H (-2.70, -0.07, -0.12)  0.22
H (-0.80, 1.66, -1.08)  0.19
H (-0.77, 2.46, 0.52)  0.20
H (2.47, 0.65, -0.91)  0.41

Computed properties:
- F_max (eV Å⁻¹) = 3.2
- LUMO (alpha / beta) (eV) = 0.19 / 0.19
- HOMO level (alpha / beta) (eV) = -6.99 / -7.51
- orbital gap (alpha / beta) (eV) = 7.185 / 7.701
- multiplicity = 1



(7)
DFT (ωB97M-V/def2-TZVPD) results for a cluster of 2 separate species, C6H7N in total.

Last column: natural (NBO) charge in e.
Geometry (Å):
N (0.74, -1.10, -3.15)  -0.31
C (0.51, -0.65, -2.11)  0.27
C (0.15, -0.10, -0.84)  -0.19
C (-0.88, -0.54, -0.09)  -0.11
C (-1.00, 0.29, 1.11)  -0.26
C (-0.11, 1.28, 1.02)  -0.13
C (0.76, 1.11, -0.19)  -0.47
H (-1.51, -1.39, -0.32)  0.23
H (-1.71, 0.12, 1.91)  0.23
H (-0.01, 2.11, 1.71)  0.22
H (0.72, 1.97, -0.87)  0.25
H (1.81, 0.99, 0.11)  0.25
H (0.48, -1.87, 0.59)  0.02
H (0.05, -2.21, 1.10)  -0.01

Computed properties:
- F_max (eV Å⁻¹) = 1.1
- LUMO (eV) = 0.14
- HOMO level (eV) = -9.10
- orbital gap (eV) = 9.239
- SMILES = N#CC1=CC=CC1.[H][H]
- multiplicity = 1



(8)
DFT (ωB97M-V/def2-TZVPD) results for a structure of composition C6H7N.

Last column: natural (NBO) charge in e.
Geometry (Å):
C (0.36, 1.14, -0.06)  -0.07
C (1.42, 1.66, -0.70)  -0.10
C (1.13, 0.04, 0.27)  0.19
C (2.37, 0.85, 0.30)  -0.49
C (-1.98, 0.97, -0.18)  -0.09
C (-2.57, -0.21, -0.05)  -0.49
N (0.92, -1.26, -0.06)  -0.82
H (3.23, 0.49, -0.39)  0.22
H (2.59, 1.50, 1.17)  0.24
H (-2.39, 1.95, -0.25)  0.19
H (-2.01, -1.09, 0.24)  0.19
H (-0.01, -1.57, 0.21)  0.40
H (-3.62, -0.30, -0.22)  0.22
H (1.54, -1.99, -0.56)  0.43

Computed properties:
- F_max (eV Å⁻¹) = 5.6
- LUMO (eV) = 0.58
- HOMO level (eV) = -8.01
- orbital gap (eV) = 8.592
- multiplicity = 1



(9)
DFT (ωB97M-V/def2-TZVPD) results for the molecule C6H7N.

Last column: natural (NBO) charge in e.
Geometry (Å):
C (2.30, -0.12, 0.12)  -0.68
C (0.89, 0.35, 0.17)  0.26
N (0.27, 1.43, -0.31)  -0.39
C (-0.99, 1.12, 0.52)  -0.09
C (-2.07, 0.26, -0.25)  -0.47
C (-1.26, -0.97, 0.15)  -0.12
C (-0.28, -0.22, 0.83)  -0.12
H (2.54, -0.76, -0.69)  0.24
H (2.36, -0.68, 1.09)  0.24
H (2.94, 0.70, -0.07)  0.24
H (-1.29, 1.79, 1.43)  0.22
H (-2.09, 0.37, -1.32)  0.24
H (-3.02, 0.48, 0.25)  0.22
H (-1.49, -2.01, -0.21)  0.21

Computed properties:
- F_max (eV Å⁻¹) = 3.2
- LUMO (eV) = 0.40
- HOMO level (eV) = -8.35
- orbital gap (eV) = 8.744
- SMILES = CC1=N[C@H]2CC=C12
- multiplicity = 1



(10)
DFT (ωB97M-V/def2-TZVPD) results for a structure of composition C6H7N.

Last column: natural (NBO) charge in e.
Geometry (Å):
C (-1.09, -0.62, 1.25)  -0.05
C (0.81, 1.89, -0.13)  0.20
C (-0.62, -0.18, -0.01)  -0.04
C (0.46, 0.55, 0.58)  -0.09
C (1.71, 0.78, -0.15)  -0.62
C (-0.96, -0.56, -1.45)  -0.64
N (0.00, 0.04, 1.83)  -0.59
H (-1.81, -1.37, 1.49)  0.22
H (1.61, 0.30, -1.21)  0.28
H (2.75, 0.86, 0.08)  0.28
H (-0.76, -1.63, -1.47)  0.22
H (-1.95, -0.28, -1.74)  0.23
H (-0.25, 0.02, -1.93)  0.20
H (0.09, 0.22, 2.86)  0.40

Computed properties:
- F_max (eV Å⁻¹) = 5.4
- LUMO (eV) = -0.45
- HOMO level (eV) = -7.48
- orbital gap (eV) = 7.033
- multiplicity = 1



(11)
DFT (ωB97M-V/def2-TZVPD) results for the molecule C6H7N3.

Last column: natural (NBO) charge in e.
Geometry (Å):
H (-2.48, 1.90, -0.31)  0.33
N (-2.18, 1.36, 0.46)  -0.64
C (-1.56, 0.45, -0.19)  0.40
C (-1.03, 0.54, -1.68)  -0.23
C (0.12, -0.02, -1.84)  -0.21
C (0.48, -0.60, -0.54)  0.10
C (1.62, -0.71, 0.14)  -0.24
C (1.21, -0.82, 1.62)  -0.28
N (-0.10, -0.19, 1.82)  -0.42
N (-0.73, -0.55, 0.48)  -0.30
H (-1.66, 0.85, -2.40)  0.21
H (0.58, -0.15, -2.84)  0.24
H (2.65, -0.73, -0.44)  0.24
H (2.13, -0.24, 2.10)  0.22
H (1.08, -1.92, 1.83)  0.22
H (-0.13, 0.83, 1.81)  0.36

Computed properties:
- F_max (eV Å⁻¹) = 4.5
- LUMO (eV) = 0.48
- HOMO level (eV) = -8.64
- orbital gap (eV) = 9.129
- SMILES = [H]/N=C1\C=CC2=CCNN21
- multiplicity = 1



(12)
DFT (ωB97M-V/def2-TZVPD) results for the molecule C6H7N3O.

Last column: natural (NBO) charge in e.
Geometry (Å):
O (1.13, 0.18, -2.35)  -0.69
C (0.21, 0.59, -1.41)  0.40
N (-1.11, 0.07, -1.65)  -0.45
C (-1.90, -0.26, -0.73)  0.18
C (-1.69, -0.10, 0.73)  -0.54
C (-0.29, -0.17, 1.02)  0.33
N (0.38, -0.50, 2.15)  -0.46
C (1.74, -0.37, 1.84)  -0.10
C (1.87, 0.10, 0.60)  -0.09
N (0.61, 0.23, 0.04)  -0.39
H (0.82, -0.72, -2.78)  0.50
H (0.04, 1.75, -1.53)  0.18
H (-2.92, -0.60, -1.02)  0.19
H (-2.12, -0.91, 1.38)  0.27
H (-2.15, 0.93, 0.96)  0.25
H (2.52, -0.74, 2.47)  0.21
H (2.86, 0.53, 0.28)  0.23

Computed properties:
- F_max (eV Å⁻¹) = 4.3
- LUMO (eV) = 0.73
- HOMO level (eV) = -8.69
- orbital gap (eV) = 9.424
- SMILES = O[C@H]1N=CCc2nccn21
- multiplicity = 1



(13)
DFT (ωB97M-V/def2-TZVPD) results for the molecule C6H7N3O2.

Last column: natural (NBO) charge in e.
Geometry (Å):
O (-2.94, -1.54, 0.38)  -0.43
N (-1.93, -1.16, -0.19)  0.22
N (-1.67, 0.03, 0.18)  -0.41
C (-0.31, 0.94, -0.16)  0.16
N (-0.69, 2.25, -0.66)  0.15
O (-1.82, 2.56, -0.63)  -0.23
C (0.71, 0.95, 0.95)  -0.26
C (1.52, -0.09, 1.20)  -0.15
C (1.58, -1.26, 0.39)  -0.27
C (0.91, -1.22, -0.79)  -0.10
C (0.34, 0.09, -1.29)  -0.47
H (-2.21, 0.51, 1.05)  0.38
H (0.79, 1.70, 1.70)  0.23
H (2.05, -0.14, 2.15)  0.22
H (2.22, -2.03, 0.83)  0.23
H (0.71, -2.12, -1.33)  0.22
H (1.17, 0.69, -1.73)  0.25
H (-0.42, -0.16, -2.06)  0.24

Computed properties:
- F_max (eV Å⁻¹) = 7.5
- LUMO (eV) = -0.41
- HOMO level (eV) = -9.17
- orbital gap (eV) = 8.763
- SMILES = O=NN[C@@]1(N=O)C=CC=CC1
- multiplicity = 1



(14)
DFT (ωB97M-V/def2-TZVPD) results for the molecule C6H7N3O3S.

Last column: natural (NBO) charge in e.
Geometry (Å):
C (-1.10, 0.93, -2.50)  0.23
C (-1.54, 0.34, -1.37)  -0.17
C (-0.10, -0.97, 0.40)  0.77
C (-0.76, -0.77, -0.90)  0.17
C (1.52, 1.24, 2.12)  -0.66
C (1.91, -0.07, 1.48)  -0.09
N (-0.60, 1.23, -3.49)  -0.27
N (-2.26, -0.71, -1.34)  -0.45
N (-0.18, -1.62, -2.03)  -0.79
O (-0.48, -1.38, 1.41)  -0.52
O (-2.69, 0.63, 1.11)  -0.87
O (1.06, -0.32, 0.25)  -0.53
S (-3.16, 0.50, -0.24)  1.29
H (0.98, 1.87, 1.36)  0.23
H (0.70, 1.17, 2.96)  0.23
H (2.25, 1.86, 2.60)  0.23
H (1.45, -0.80, 2.06)  0.22
H (2.90, -0.39, 1.22)  0.21
H (0.77, -1.29, -2.21)  0.38
H (-0.67, -1.45, -2.89)  0.38

Computed properties:
- F_max (eV Å⁻¹) = 8.5
- LUMO (eV) = -0.71
- HOMO level (eV) = -9.74
- orbital gap (eV) = 9.031
- multiplicity = 1



(15)
DFT (ωB97M-V/def2-TZVPD) results for a cluster of 2 separate species, C6H7N5O in total.

Last column: natural (NBO) charge in e.
Geometry (Å):
H (-1.90, 2.15, -0.08)  0.34
N (-2.89, 2.00, -0.24)  -0.50
C (-3.14, 0.76, -0.14)  0.30
C (-2.24, -0.41, 0.17)  0.05
N (-2.92, -1.49, 0.17)  -0.43
C (-4.26, -1.05, -0.12)  0.25
N (-4.44, 0.21, -0.31)  -0.45
H (-1.20, -0.37, 0.34)  0.22
H (-5.05, -1.79, -0.18)  0.19
N (0.38, 0.23, 0.96)  -0.36
C (1.20, 0.08, 0.14)  0.32
C (2.27, -0.11, -0.83)  -0.62
C (3.69, -0.08, -0.24)  0.68
N (3.79, 0.11, 1.10)  -0.81
O (4.64, -0.23, -0.98)  -0.59
H (2.15, -1.06, -1.34)  0.29
H (2.21, 0.67, -1.60)  0.29
H (2.98, 0.24, 1.69)  0.41
H (4.72, 0.13, 1.50)  0.42

Computed properties:
- F_max (eV Å⁻¹) = 2.8
- LUMO (eV) = -0.88
- HOMO level (eV) = -10.32
- orbital gap (eV) = 9.440
- SMILES = [H]/N=C1\C=NC=N1.N#CCC(N)=O
- multiplicity = 1



(16)
DFT (ωB97M-V/def2-TZVPD) results for the ion C6H7N6 with charge +1.

Last column: natural (NBO) charge in e.
Geometry (Å):
N (-0.49, -0.07, -2.76)  -0.13
C (-0.62, 0.25, -1.69)  0.15
C (-0.93, 0.56, -0.31)  0.43
N (-2.23, 0.72, 0.03)  -0.71
N (0.08, 1.15, 0.39)  -0.54
C (1.40, 0.87, 0.23)  0.34
N (2.20, 1.99, 0.62)  -0.82
C (1.92, -0.26, -0.24)  -0.14
N (1.25, -1.44, -0.04)  -0.29
C (0.07, -1.72, 0.12)  0.08
C (-0.86, -2.59, 0.45)  0.33
N (-1.99, -2.97, 0.24)  -0.52
H (-2.82, 0.44, -0.76)  0.44
H (-2.57, 0.78, 0.98)  0.44
H (0.03, 1.86, 1.18)  0.45
H (1.71, 2.91, 0.83)  0.40
H (3.17, 1.91, 0.89)  0.43
H (2.93, -0.44, -0.60)  0.25
H (-2.25, -3.95, 0.42)  0.41

Computed properties:
- F_max (eV Å⁻¹) = 4.1
- LUMO (alpha / beta) (eV) = -5.43 / -5.43
- HOMO level (alpha / beta) (eV) = -11.78 / -11.78
- orbital gap (alpha / beta) (eV) = 6.347 / 6.348
- SMILES = N#CC(=[NH2+])N/C(N)=C\N=C=C=N
- total charge = +1
- multiplicity = 1



(17)
DFT (ωB97M-V/def2-TZVPD) results for the molecule C6H7NO.

Last column: natural (NBO) charge in e.
Geometry (Å):
H (1.27, 2.78, 0.20)  0.35
N (1.21, 1.85, 0.63)  -0.70
C (0.45, 1.11, -0.05)  0.55
O (-0.35, 1.26, -1.10)  -0.48
C (-0.82, 0.13, -0.24)  0.19
C (-2.22, 0.32, 0.22)  -0.65
C (-0.20, -1.16, -0.42)  -0.32
C (1.12, -1.07, -0.25)  0.15
C (2.34, -1.36, 0.14)  -0.48
H (-2.63, -0.60, 0.64)  0.23
H (-2.28, 1.10, 0.99)  0.24
H (-2.85, 0.64, -0.62)  0.23
H (-0.73, -2.04, -0.76)  0.22
H (3.15, -0.66, -0.01)  0.24
H (2.56, -2.30, 0.62)  0.23

Computed properties:
- F_max (eV Å⁻¹) = 2.3
- LUMO (eV) = -0.06
- HOMO level (eV) = -8.84
- orbital gap (eV) = 8.777
- SMILES = [H]/N=C1\O[C@@]1(C)C=C=C
- multiplicity = 1



(18)
DFT (ωB97M-V/def2-TZVPD) results for the molecule C6H7NO.

Last column: natural (NBO) charge in e.
Geometry (Å):
C (-0.30, 0.64, -2.30)  -0.65
C (0.12, -0.55, -1.41)  0.55
O (0.64, -1.51, -1.90)  -0.53
C (0.15, -0.36, 0.04)  -0.02
C (0.06, -1.34, 1.08)  -0.21
C (0.01, -0.70, 2.25)  -0.33
C (0.14, 0.62, 2.00)  -0.04
N (0.10, 0.87, 0.63)  -0.45
H (-0.55, 0.37, -3.20)  0.23
H (-1.42, 1.12, -2.01)  0.19
H (0.26, 1.38, -2.10)  0.20
H (0.18, -2.51, 0.67)  0.25
H (0.15, -1.03, 3.23)  0.23
H (0.17, 1.42, 2.81)  0.22
H (0.27, 1.59, 0.21)  0.37

Computed properties:
- F_max (eV Å⁻¹) = 13.1
- LUMO (eV) = 0.77
- HOMO level (eV) = -8.46
- orbital gap (eV) = 9.231
- SMILES = CC(=O)c1ccc[nH]1
- multiplicity = 1



(19)
DFT (ωB97M-V/def2-TZVPD) results for a structure of composition C6H7NO.

Last column: natural (NBO) charge in e.
Geometry (Å):
C (0.25, -0.78, 2.72)  0.00
C (-0.90, -0.05, 3.42)  0.05
C (-1.45, 0.45, 0.39)  0.85
C (1.26, 0.85, -1.20)  -0.61
C (-0.93, -0.54, -0.50)  -0.59
C (0.64, -0.45, -0.62)  -0.37
N (-0.70, -0.15, 2.10)  -0.57
O (-1.96, 1.47, 0.48)  -0.39
H (1.19, 1.65, -0.51)  0.21
H (0.85, 1.20, -2.10)  0.21
H (2.33, 0.52, -1.35)  0.22
H (-1.38, -0.64, -1.46)  0.26
H (-1.22, -1.55, -0.19)  0.28
H (0.87, -1.18, -1.42)  0.21
H (1.16, -0.79, 0.25)  0.25

Computed properties:
- F_max (eV Å⁻¹) = 2.9
- LUMO (eV) = -0.04
- HOMO level (eV) = -8.58
- orbital gap (eV) = 8.537
- multiplicity = 1



(20)
DFT (ωB97M-V/def2-TZVPD) results for the molecule C6H7NO.

Last column: natural (NBO) charge in e.
Geometry (Å):
O (2.57, -1.05, 0.06)  -0.66
C (1.47, -0.23, 0.01)  0.22
C (1.62, 1.24, 0.05)  -0.34
C (0.35, 1.75, -0.01)  -0.04
N (-0.56, 0.70, -0.06)  -0.33
C (0.17, -0.50, -0.09)  0.01
C (-1.13, -1.29, -0.02)  -0.41
C (-1.83, 0.07, 0.09)  -0.18
H (2.19, -1.92, -0.10)  0.47
H (2.57, 1.76, -0.02)  0.23
H (-0.03, 2.73, -0.14)  0.21
H (-1.24, -1.87, -0.98)  0.22
H (-1.30, -1.95, 0.83)  0.22
H (-2.29, 0.26, 1.04)  0.19
H (-2.55, 0.30, -0.64)  0.19

Computed properties:
- F_max (eV Å⁻¹) = 3.9
- LUMO (eV) = 0.82
- HOMO level (eV) = -7.81
- orbital gap (eV) = 8.631
- SMILES = Oc1ccn2c1CC2
- multiplicity = 1